Entry from the OMol25 dataset: a molecular structure, C33H20N9O9SeW (the ωB97M-V functional and the def2-TZVPD basis).

```
73
Properties=species:S:1:pos:R:3:mulliken_charge:R:1
W 0.00 -1.12 -0.03 2.111
C -3.29 1.66 -1.32 -1.951
C -2.25 0.60 -1.20 0.827
N -1.47 0.50 -0.18 1.499
N -1.48 1.47 0.78 -1.493
C -0.42 1.31 1.52 0.322
O 0.46 0.39 1.26 0.048
C -0.17 2.17 2.68 0.057
C 1.05 2.08 3.35 -0.059
C 1.29 2.89 4.45 -0.925
C 0.32 3.78 4.89 -0.425
C -0.89 3.86 4.23 -0.772
C -1.14 3.07 3.12 -0.510
C -1.98 -0.34 -2.29 0.771
C -2.74 -0.37 -3.44 -1.011
C -2.37 -1.23 -4.47 -0.534
C -1.25 -2.01 -4.31 -1.213
C -0.54 -1.94 -3.12 -0.065
N -0.90 -1.13 -2.13 0.518
H -3.33 2.24 -0.40 0.433
H -4.26 1.21 -1.52 0.425
H -3.04 2.33 -2.15 0.337
H 1.80 1.39 3.00 0.470
H 2.24 2.82 4.97 0.422
H 0.51 4.40 5.76 0.384
H -1.66 4.55 4.58 0.406
H -2.09 3.11 2.60 0.474
H -3.60 0.27 -3.53 0.472
H -2.97 -1.27 -5.37 0.435
H -0.92 -2.69 -5.08 0.457
H 0.33 -2.55 -2.95 0.483
O -6.01 -2.46 1.85 -0.620
C -4.84 -2.25 1.66 0.457
C -4.05 -2.56 0.39 -0.375
O -4.50 -3.05 -0.63 -0.733
C -2.72 -2.12 0.69 0.642
C -2.57 -1.51 1.95 1.257
O -1.49 -0.99 2.29 -0.600
C -3.88 -1.60 2.66 -0.264
O -4.15 -1.24 3.78 -0.633
O -1.67 -2.20 -0.11 -0.676
N 0.63 -3.00 -0.76 -0.394
C 1.34 -3.93 -0.75 0.812
N 2.00 -5.01 -0.77 -0.903
C 3.30 -4.95 -1.08 0.498
N 4.42 -5.01 -1.35 -0.610
O 0.71 2.81 -1.59 -0.793
C 1.61 2.64 -2.58 0.294
C 1.99 3.78 -3.29 -0.780
C 2.91 3.69 -4.32 -0.251
C 3.46 2.46 -4.67 -0.768
C 3.08 1.33 -3.97 -0.888
C 2.15 1.40 -2.92 0.224
C 1.79 0.12 -2.24 0.748
O 2.24 -0.95 -2.59 -0.692
O 0.96 0.27 -1.22 -0.205
H 0.58 1.94 -1.17 0.560
H 1.56 4.73 -3.01 0.431
H 3.20 4.58 -4.86 0.380
H 4.18 2.38 -5.47 0.414
H 3.48 0.35 -4.21 0.482
Se 3.64 -0.20 0.48 0.361
N 3.97 -0.49 2.22 -0.814
C 3.01 -1.30 2.68 0.228
C 2.74 -1.70 4.01 -0.449
C 1.56 -2.36 4.27 -0.662
C 0.63 -2.61 3.25 -0.429
N 0.89 -2.33 1.98 -0.184
C 2.06 -1.72 1.72 0.736
N 2.18 -1.29 0.46 -0.504
H 3.43 -1.44 4.81 0.471
H 1.31 -2.65 5.28 0.426
H -0.34 -3.04 3.47 0.414
```

Energy relative to the best compared isomer or geometry (same formula, charge and spin) (kcal per mole): 55.1
Net charge: -1
Highest occupied orbital energy (spin up / spin down) (eV): -4.1 / -4.2
HOMO-LUMO gap (spin up / spin down) (eV): 3.87 / 3.96

=====

Entry from the OMol25 dataset: a molecular structure, C33H21Br2FI2N4O4V (the ωB97M-V functional and the def2-TZVPD basis).

```
68
Properties=species:S:1:pos:R:3:mulliken_charge:R:1
V 0.35 -0.22 -0.43 -0.859
C 4.84 -0.95 5.33 -2.029
C 3.53 -0.25 5.68 0.611
C 2.78 -0.92 6.84 -0.913
C 1.64 -0.01 7.26 -1.051
C 0.81 0.41 6.09 1.133
C -0.47 0.90 6.29 -0.712
C -1.25 1.31 5.21 -0.021
F -2.46 1.81 5.43 -0.316
C -0.81 1.16 3.91 -0.937
C 0.46 0.61 3.68 0.145
C 0.88 0.31 2.33 1.562
O 0.21 0.64 1.30 -0.484
C 2.12 -0.38 2.23 0.381
C 2.95 -0.52 3.33 -0.234
N 2.59 -0.17 4.55 0.296
C 1.30 0.29 4.78 -0.470
C 2.56 -0.89 0.91 -0.263
O 3.70 -0.96 0.54 -0.563
O 1.54 -1.21 0.16 -0.537
H 5.45 -1.00 6.22 0.410
H 5.40 -0.40 4.58 0.531
H 4.67 -1.97 4.99 0.422
H 3.76 0.78 5.96 0.201
H 3.46 -1.07 7.68 0.384
H 2.42 -1.90 6.52 0.319
H 2.04 0.88 7.75 0.365
H 0.99 -0.51 7.99 0.492
H -0.88 0.97 7.28 0.554
H -1.43 1.44 3.07 0.671
H 3.93 -0.95 3.18 0.698
Br 1.50 5.11 -3.46 -0.097
C 1.38 3.34 -2.81 -0.007
C 2.58 2.68 -2.36 -0.880
C 2.48 1.54 -1.61 -0.352
N 1.29 0.93 -1.43 0.418
C 0.21 1.27 -2.31 1.572
C 0.18 2.71 -2.71 -1.235
C 0.46 -1.05 -3.34 0.324
C 0.74 -1.91 -4.40 -0.905
C 0.88 -3.27 -4.15 -0.265
Br 1.37 -4.44 -5.53 -0.066
C 0.68 -3.73 -2.85 -0.797
C 0.42 -2.81 -1.86 -0.291
N 0.34 -1.50 -2.09 0.886
H 3.53 3.17 -2.52 0.517
H 3.34 1.12 -1.10 0.595
H -0.75 3.17 -3.00 0.599
H 0.87 -1.52 -5.40 0.615
H 0.76 -4.78 -2.62 0.483
H 0.29 -3.13 -0.83 0.526
I -4.24 -2.51 0.80 0.153
C -3.63 -1.35 -0.83 -0.883
C -4.41 -1.17 -1.95 -0.096
C -3.93 -0.49 -3.07 0.023
I -5.14 -0.50 -4.79 0.237
C -2.68 0.16 -3.08 0.757
C -2.09 0.72 -4.28 -1.166
C -0.79 0.80 -4.55 -1.257
C 0.35 0.43 -3.64 -0.364
N -0.81 0.69 -1.52 -0.393
C -1.96 0.14 -1.87 1.058
C -2.33 -0.77 -0.79 0.541
O -1.41 -1.02 0.02 -0.356
H -5.40 -1.61 -1.98 0.415
H -2.78 1.04 -5.04 0.367
H -0.50 1.20 -5.52 0.591
H 1.29 0.74 -4.11 0.945
```

Net charge: +2
Multiplicity: 2
Highest occupied orbital energy (spin up / spin down) (eV): -13.6 / -13.6
HOMO-LUMO gap (spin up / spin down) (eV): 6.20 / 5.37

=====

Per-record calculated total energy, Ha: -4908.15463 -8576.91641